Record 1
Formula: C20H40BN3O4
Source: the Open Molecules 2025 dataset
Level of theory: ωB97M-V/def2-TZVPD

Output
DFT total energy (eV): -34719.2485
Lowest unoccupied orbital energy (eV): -0.5
Net charge: 0
Frontier orbital gap (eV): 5.4

Last column: Löwdin charge in e.
Positions of all 68 atoms, in Å:
C: -1.17 0.65 6.73  0.010
C: -1.62 -0.32 5.94  0.039
B: -2.44 -1.15 4.75  -0.880
C: -4.07 -1.12 4.97  -0.155
N: -4.68 0.25 5.03  -0.135
C: -5.31 0.66 3.74  -0.177
O: -1.81 -2.47 4.44  -0.013
C: -2.12 -2.81 3.06  -0.335
N: -1.35 -3.92 2.41  0.026
C: -2.29 -1.39 2.28  -0.159
C: -1.02 -0.83 1.42  -0.113
O: -0.89 0.63 1.58  -0.077
C: -1.91 1.32 0.84  -0.354
C: -2.93 2.34 1.60  -0.001
O: -2.06 1.18 -0.41  -0.014
O: -2.29 -0.46 3.43  -0.095
H: -0.92 1.62 7.30  0.021
H: -4.32 -1.64 5.99  0.108
H: -4.54 -1.79 4.15  0.106
H: -4.01 0.96 5.38  0.083
H: -6.44 0.39 3.80  0.076
H: -4.89 0.13 2.81  0.058
H: -5.27 1.82 3.59  0.078
H: -3.21 -3.22 3.09  0.138
H: -1.68 -4.85 2.73  0.080
H: -1.62 -3.88 1.41  0.062
H: -3.33 -1.15 1.83  0.150
H: -1.22 -1.10 0.32  0.112
H: -0.02 -1.32 1.78  0.150
H: -2.75 3.38 1.12  0.090
H: -4.04 2.09 1.38  0.093
H: -2.76 2.36 2.75  0.100
C: 5.00 1.10 -4.53  -0.093
C: 4.69 0.02 -3.51  -0.264
C: 3.48 -0.85 -3.87  -0.172
C: 2.10 -0.22 -3.95  -0.090
N: 1.50 0.43 -2.70  -0.168
C: 2.01 1.84 -2.42  -0.087
C: 1.37 2.72 -3.48  -0.154
C: 0.01 2.11 -3.74  -0.144
C: 0.01 0.75 -3.04  -0.076
C: 1.48 -0.48 -1.46  -0.086
C: 2.74 -0.49 -0.57  -0.204
C: 3.55 -1.78 -0.61  -0.093
H: 4.14 1.73 -4.75  0.056
H: 5.80 1.74 -4.16  0.083
H: 5.34 0.65 -5.47  0.084
H: 4.57 0.47 -2.52  0.078
H: 5.56 -0.64 -3.42  0.119
H: 3.43 -1.72 -3.21  0.094
H: 3.69 -1.28 -4.86  0.131
H: 1.40 -1.02 -4.22  0.133
H: 2.06 0.51 -4.76  0.129
H: 1.66 2.12 -1.42  0.153
H: 3.10 1.87 -2.45  0.111
H: 1.97 2.71 -4.40  0.102
H: 1.31 3.76 -3.16  0.127
H: -0.18 2.00 -4.81  0.118
H: -0.79 2.74 -3.34  0.126
H: -0.42 -0.06 -3.63  0.136
H: -0.55 0.84 -2.10  0.097
H: 1.19 -1.48 -1.81  0.142
H: 0.67 -0.11 -0.83  0.102
H: 2.37 -0.40 0.46  0.117
H: 3.38 0.38 -0.72  0.098
H: 2.94 -2.65 -0.85  0.084
H: 4.01 -1.96 0.36  0.085
H: 4.37 -1.72 -1.33  0.054

Record 2
Formula: C11H7MoN3O5S5
Source: the Open Molecules 2025 dataset
Level of theory: ωB97M-V/def2-TZVPD

Output
DFT total energy (eV): -82240.0384
Lowest unoccupied orbital energy (eV): -10.0
Net charge: +2
Frontier orbital gap (eV): 5.9

Last column: Löwdin charge in e.
Positions of all 32 atoms, in Å:
Mo: -0.12 -0.63 -0.55  1.327
C: -1.12 0.05 3.51  0.022
C: -1.71 0.29 2.14  -0.450
C: -3.06 0.96 2.14  0.025
O: -0.76 1.03 1.26  -0.055
C: -1.59 -0.90 1.20  -0.505
O: -0.61 -1.69 1.26  -0.008
O: -2.07 -0.73 0.01  -0.136
H: -1.03 1.01 4.03  0.115
H: -0.15 -0.44 3.45  0.097
H: -1.78 -0.58 4.10  0.121
H: -2.98 1.92 2.65  0.113
H: -3.78 0.35 2.67  0.118
H: -3.42 1.13 1.13  0.098
H: -0.09 1.47 1.81  0.140
S: 1.54 2.32 -7.04  0.884
C: 1.11 1.63 -5.68  -1.382
S: -0.24 2.17 -4.68  1.047
C: -0.06 1.02 -3.45  -1.053
C: 1.02 0.05 -3.62  -1.025
S: 1.29 -1.20 -2.55  0.853
S: 1.97 0.23 -5.00  1.061
S: -1.06 0.99 -2.13  0.877
O: -1.07 -3.44 -1.85  0.253
C: -0.75 -2.46 -1.42  -0.179
O: 1.49 0.60 -0.37  -0.257
N: 1.78 -0.54 0.23  -0.193
C: 2.83 -0.77 0.92  -0.214
C: 2.96 -2.06 1.53  -0.114
N: 3.06 -3.10 2.01  0.257
C: 3.82 0.24 1.09  -0.102
N: 4.60 1.08 1.22  0.265